Here is a cluster of 11 separate species, C23H51BrNO14P in total in a non-equilibrium geometry from OMol25. Energies are from the ωB97M-V functional and the def2-TZVPD basis.

Positions of all 91 atoms, in Å:
C: -3.107 -3.635 -1.640
P: -1.399 -2.948 -1.903
O: -1.230 -2.737 -3.537
C: -1.331 -1.303 -1.090
C: -2.399 -0.733 -0.447
C: -2.352 0.491 0.147
N: -3.456 1.069 0.839
C: -1.171 1.210 0.111
C: -0.106 0.653 -0.507
C: -0.150 -0.590 -1.106
C: 1.097 -1.115 -1.731
O: 1.100 -1.813 -2.727
C: 2.353 -0.732 -1.011
C: 2.400 0.457 -0.440
C: 3.592 0.941 0.355
C: 3.220 1.007 1.849
O: 3.649 1.815 2.616
Br: 1.925 -0.325 2.472
C: 1.213 1.367 -0.540
O: 1.337 2.571 -0.671
H: -3.693 -3.374 -2.518
H: -3.550 -3.201 -0.749
H: -3.053 -4.716 -1.575
H: -0.518 -3.341 -3.765
H: -3.332 -1.279 -0.390
H: -3.284 0.860 1.820
H: -4.258 0.483 0.616
H: -1.102 2.186 0.567
H: 3.202 -1.401 -0.929
H: 3.962 1.904 0.019
H: 4.340 0.149 0.283
C: -0.684 -2.202 -6.802
O: 0.338 -3.162 -6.538
H: -1.247 -2.529 -7.673
H: -1.359 -2.121 -5.948
H: -0.235 -1.227 -7.011
H: 0.835 -2.857 -5.769
C: 0.919 -1.536 6.086
O: 0.042 -1.084 5.053
H: 0.779 -2.605 6.211
H: 1.959 -1.341 5.810
H: 0.686 -1.029 7.027
H: 0.180 -0.138 4.954
C: -5.117 0.036 -3.182
O: -4.741 -1.320 -2.945
H: -6.011 0.245 -2.600
H: -4.318 0.714 -2.871
H: -5.335 0.193 -4.241
H: -3.951 -1.497 -3.466
C: 4.080 -3.352 -4.494
O: 2.999 -2.436 -4.610
H: 4.330 -3.710 -5.490
H: 4.957 -2.860 -4.063
H: 3.795 -4.204 -3.870
H: 2.779 -2.120 -3.721
C: 2.151 -5.525 4.993
O: 1.749 -4.884 6.201
H: 2.738 -4.816 4.415
H: 2.764 -6.403 5.212
H: 1.278 -5.826 4.410
H: 1.231 -5.516 6.705
C: 0.929 5.440 1.338
O: -0.178 5.310 2.229
H: 0.545 5.591 0.332
H: 1.543 6.299 1.620
H: 1.534 4.531 1.357
H: 0.174 5.176 3.113
C: -2.935 6.129 0.432
O: -2.803 4.720 0.314
H: -3.985 6.389 0.320
H: -2.588 6.456 1.415
H: -2.358 6.631 -0.350
H: -1.869 4.518 0.421
C: 0.402 3.346 -4.469
O: -0.696 3.210 -3.575
H: 0.009 3.493 -5.472
H: 1.010 4.210 -4.189
H: 1.015 2.439 -4.453
H: -0.331 3.081 -2.694
C: -5.073 0.832 4.747
O: -5.307 0.724 3.345
H: -4.017 1.038 4.899
H: -5.661 1.650 5.170
H: -5.330 -0.103 5.252
H: -6.241 0.542 3.221
C: 7.138 -0.188 3.245
O: 5.756 -0.231 3.586
H: 7.633 -1.025 3.731
H: 7.270 -0.275 2.163
H: 7.589 0.745 3.593
H: 5.332 0.514 3.155

Output
gap between HOMO and LUMO = 6.83 eV
spin multiplicity = 1
SMILES = CP(O)c1cc(N)cc2c1C(=O)C=C(CC(=O)Br)C2=O.CO.CO.CO.CO.CO.CO.CO.CO.CO.CO
HOMO level = -8.071 eV